[1]
A structure of composition C16H34N3Sb2Ti in a non-equilibrium geometry, computed with ωB97M-V/def2-TZVPD.

Each line ends with the Löwdin spin population.
Atoms and positions in Å:
Ti1 10.426231 6.893025 5.224147  1.68
N1 9.965097 5.584700 6.900883  0.03
C1 11.216147 4.965926 7.441465  0.01
C2 12.543846 5.776011 7.258392  0.01
N2 12.547742 6.809069 6.137056  0.03
C3 13.523925 6.387104 5.091704  0.01
C4 13.007024 5.160219 4.417600  0.01
N3 11.536571 5.431822 4.042643  0.01
H1 9.276933 4.854622 6.733085  0.00
H2 9.672838 6.025168 7.776223  0.01
H3 11.165652 4.905168 8.526394  0.00
H4 11.474083 3.916512 7.134393  0.00
H5 12.801797 6.249185 8.218923  0.00
H6 13.282676 4.994035 7.043617  0.00
H7 12.773733 7.756934 6.409796  0.01
H8 13.737365 7.282015 4.471223  0.00
H9 14.462358 6.103153 5.621551  0.00
H10 13.568336 5.095252 3.465117  0.00
H11 13.026500 4.186508 4.970813  0.00
H12 11.587738 5.641890 3.035727  0.00
H13 11.063345 4.474075 4.047153  0.00
C5 6.466048 5.160656 4.981852  0.00
Sb1 7.613288 7.024885 5.293463  0.00
C6 6.751606 7.350023 7.194810  -0.01
C7 6.974309 8.596871 3.831975  0.01
C8 6.837698 9.963762 4.395602  0.00
C9 5.609547 10.318593 4.939074  0.00
C10 5.409806 11.633416 5.385819  0.00
C11 6.412866 12.600046 5.325693  0.00
C12 7.626455 12.267387 4.693506  0.00
C13 7.909365 10.964788 4.284860  0.00
C14 9.275420 10.651259 3.775647  0.01
Sb2 10.383757 9.567521 5.284994  0.11
C15 9.400666 10.294960 7.131495  0.04
C16 11.980221 10.989834 5.411794  0.01
H14 7.199887 4.391550 5.191876  0.00
H15 6.105077 5.122716 3.924753  0.00
H16 5.678461 5.135550 5.693828  0.00
H17 5.734365 7.672662 7.089152  0.00
H18 7.360399 8.048972 7.654030  0.00
H19 6.842598 6.386244 7.744920  0.00
H20 6.003221 8.205817 3.492825  0.00
H21 7.723493 8.437149 3.046070  0.00
H22 4.798192 9.576596 4.971347  0.00
H23 4.421560 11.871574 5.762013  0.00
H24 6.213892 13.556136 5.853771  0.00
H25 8.397673 13.068383 4.509055  0.00
H26 9.900038 11.528388 3.614662  0.00
H27 9.296685 9.963246 2.862078  0.00
H28 9.655099 11.280890 7.399672  0.00
H29 9.749731 9.548894 7.855142  0.00
H30 8.297667 10.272122 7.140996  0.00
H31 12.069161 11.222404 4.349266  0.00
H32 12.885584 10.468623 5.740653  0.00
H33 11.885679 11.895440 6.084498  0.00
H34 9.124988 6.109049 4.110113  -0.02

Atomic forces in eV per Å
-1.3293 -0.8727 -1.1678
1.2922 -0.6839 1.9819
1.5928 -0.8470 0.2819
-0.3991 0.8325 -0.3755
-0.0831 -1.3002 0.2192
0.7219 0.4216 2.0108
-1.0809 -0.0087 -1.7753
1.2226 -2.6384 -0.7557
0.0409 0.0176 -0.1159
-0.7859 0.4002 -0.7695
-0.4305 -0.3141 0.1278
-1.0128 0.9309 -0.2936
-0.0207 -0.0009 -0.5059
0.2157 0.5772 0.1372
0.1296 -0.2505 0.6218
-0.2939 -0.8624 -0.1335
-0.2041 0.3696 -0.5380
-0.0977 -0.6381 0.5958
0.4056 1.1307 -0.2529
-0.5821 0.1256 0.4962
0.4922 1.8528 -0.0675
1.0501 1.2705 -1.4903
0.4967 0.5883 -0.1007
-0.9643 -1.6410 -0.4483
-0.2750 -1.6186 0.4042
1.3823 1.0336 -0.3555
0.3445 0.7210 -0.1785
-0.1074 -0.3841 0.1402
-0.3444 -0.3305 0.2113
0.4730 0.8229 0.3501
-1.8186 -0.5697 -0.0423
0.0335 -1.4954 -0.8804
-0.9360 1.5292 1.4785
-0.7435 -1.7577 -0.6654
0.4840 0.1946 0.5264
-0.0271 -0.3538 -0.2033
0.2983 -0.2150 0.9773
-0.7544 -0.0060 0.4624
-0.5966 0.1230 0.4520
0.9315 1.5858 1.1020
-0.3169 0.5717 -0.3586
0.3271 0.3485 -0.1478
-0.2475 0.3010 0.1588
0.3723 0.4413 0.0018
0.1619 0.1850 0.2210
0.3809 -0.5183 -0.9319
-0.8174 -0.9608 0.4370
-0.3118 0.1018 -0.2452
-0.1169 1.1321 1.0818
0.7530 1.1428 0.2424
-0.0311 0.3892 0.1620
0.3733 -0.2835 -0.3870
0.4626 0.5288 0.1978
0.0032 0.1242 -0.2104
-0.3673 -1.0527 -1.0238
0.6547 -0.1898 -0.6589

Summary:
Multiplicity: 3
Energy relative to the best compared isomer or geometry (same formula, charge and spin), kcal per mole: 0.0
HOMO (alpha / beta), hartree: -0.324 / -0.343
Charge: +1

---

[2]
A structure of composition C18H21IN2O8 in a non-equilibrium geometry, computed with ωB97M-V/def2-TZVPD.

Each line ends with the natural charge from an NBO analysis.
Atoms and positions in Å:
C1 2.310217 0.069921 -1.434243  -0.28
O1 1.989877 1.469223 -1.050776  -0.57
C2 0.909138 1.894304 -1.954010  -0.09
C3 -0.455812 2.364715 -1.112733  -0.44
C4 -1.838077 1.675505 -1.744283  -0.45
C5 -2.116598 0.154697 -1.193555  -0.10
O2 -1.168426 -0.864060 -1.670910  -0.54
C6 -1.371323 -1.198581 -3.089292  0.96
O3 -1.130119 -0.391357 -4.133866  -0.57
O4 -1.836800 -2.580643 -3.440785  -0.68
I1 -0.116533 -3.483073 -4.122172  0.47
H1 2.602918 0.082656 -2.577829  0.18
H2 1.401022 -0.661611 -1.258736  0.19
H3 3.242935 -0.267744 -0.799993  0.19
H4 0.598523 0.964260 -2.599608  0.20
H5 1.273931 2.790031 -2.651719  0.19
H6 -0.549151 3.547758 -1.172684  0.22
H7 -0.323213 1.979766 -0.004759  0.23
H8 -1.862687 1.794009 -2.909439  0.24
H9 -2.726008 2.348237 -1.315230  0.22
H10 -1.976923 0.203723 -0.008933  0.24
H11 -3.253586 -0.116430 -1.365803  0.19
C7 -8.131881 -0.021772 0.663806  -0.17
C8 -6.947605 -0.524868 0.122951  -0.21
C9 -5.716099 -0.016865 0.540947  -0.21
C10 -5.681903 0.996363 1.508918  0.08
C11 -6.869560 1.508618 2.047926  -0.20
C12 -8.095247 0.994598 1.619972  -0.21
N1 -4.389599 1.516784 1.971070  0.51
O5 -3.362031 1.051135 1.456310  -0.40
O6 -4.399797 2.388501 2.852005  -0.36
H12 -9.089508 -0.424970 0.338867  0.22
H13 -6.984380 -1.315975 -0.622938  0.23
H14 -4.802157 -0.419629 0.109848  0.24
H15 -6.857783 2.298373 2.796187  0.25
H16 -9.022651 1.383507 2.034601  0.23
C13 6.345438 0.279542 2.047293  -0.17
C14 6.163259 -0.290434 0.786309  -0.21
C15 6.579851 -1.600787 0.543785  -0.18
C16 7.176318 -2.336175 1.577324  0.02
C17 7.367418 -1.763827 2.841983  -0.18
C18 6.949261 -0.451567 3.071734  -0.21
N2 7.593241 -3.722679 1.335967  0.52
O7 7.424449 -4.186826 0.198522  -0.37
O8 8.086031 -4.350838 2.283919  -0.37
H17 6.013859 1.299684 2.233222  0.22
H18 5.693220 0.286239 -0.007458  0.23
H19 6.430698 -2.030608 -0.444325  0.25
H20 7.833426 -2.321470 3.651686  0.25
H21 7.090424 0.000640 4.050932  0.22

Atomic forces in eV per Å
0.7646 -0.0080 -0.1014
-1.0605 -1.6043 -1.6494
-1.2496 0.2739 -0.2217
0.2901 -0.5364 -0.5425
-0.0848 0.9918 0.7611
-0.8096 2.2313 1.3845
-1.7574 -0.9487 -3.9578
0.8644 2.9937 -4.7331
-1.5368 -4.6908 7.2645
2.4350 3.0585 1.5667
-0.9085 0.1511 0.2645
-0.5243 -0.3030 2.2354
1.7896 1.5222 -0.2904
-1.9528 0.6808 -1.2088
0.5513 2.0513 0.9560
-0.6688 -2.0102 1.4979
0.1229 -2.6152 0.3615
-0.2886 1.0290 -2.1766
0.0914 -0.5233 2.2409
1.7223 -1.6292 -0.9017
-0.0819 -0.3917 -2.8656
2.4551 0.1950 -0.0339
0.1153 0.0594 0.0467
0.0365 0.2885 0.2654
-0.0596 0.0636 0.0700
-0.8704 -0.3838 -0.3172
0.0358 -0.0360 -0.0245
0.3678 -0.1541 -0.1583
1.0507 0.6580 0.6246
-1.4740 0.7211 0.8120
0.0689 -1.3659 -1.4066
0.2065 0.0908 0.0625
0.0664 0.1791 0.1606
-0.1488 0.2072 0.2898
0.2229 -0.2143 -0.2010
0.2385 -0.0472 -0.0600
0.0423 -0.1101 -0.0057
0.1747 -0.2313 0.2847
0.0175 -0.0144 0.0900
-0.3122 0.9541 0.1620
-0.0282 -0.0073 -0.0601
-0.0584 -0.1797 -0.3907
0.4022 -1.3357 -0.2469
0.2574 0.6696 1.6796
-0.7082 0.9056 -1.3986
0.0694 -0.2164 -0.0490
0.1128 -0.1504 0.1412
0.1266 -0.0859 0.3308
-0.1100 -0.0348 -0.3537
-0.0057 -0.1477 -0.1974

Summary:
HOMO, hartree: -0.350

---

[3]
A cluster of 2 separate species, C3H3N in total in a non-equilibrium geometry, computed with ωB97M-V/def2-TZVPD.

Each line ends with the natural charge from an NBO analysis.
Atoms and positions in Å:
C1 0.902214 0.005207 -0.119983  -0.24
C2 1.557430 0.988303 0.058017  -0.21
H1 0.570033 -0.862004 -0.591671  0.22
H2 1.894416 1.851916 0.531261  0.23
C3 -2.265190 -0.097401 0.105404  0.06
N1 -2.040803 1.012785 -0.093233  -0.28
H3 -2.288505 -1.122647 0.325476  0.22

Atomic forces in eV per Å
0.7840 0.0134 -0.7599
-0.5901 -0.1404 0.7766
-0.6204 -0.8712 -0.1312
0.6480 0.9644 0.0951
0.6034 1.3785 -0.1430
-0.5132 -0.6120 0.0456
-0.3117 -0.7326 0.1168

Summary:
Energy relative to the best compared isomer or geometry (same formula, charge and spin), kcal per mole: 53.0
HOMO, hartree: -0.389

---

[4]
A structure of composition C13H18N11PPt in a non-equilibrium geometry, computed with ωB97M-V/def2-TZVPD.

Each line ends with the Löwdin spin population.
Atoms and positions in Å:
Pt1 0.784866 -1.315138 0.146559  1.42
C1 -3.984346 1.512092 -1.184251  0.00
N1 -3.132764 0.328547 -0.901294  0.04
C2 -3.532480 -0.933981 -0.926377  0.28
C3 -2.377391 -1.736968 -0.590752  0.28
N2 -1.347231 -0.933873 -0.384722  0.15
C4 -1.786056 0.342720 -0.566081  0.29
P1 -0.793037 1.897567 -0.383455  0.00
C5 0.564444 1.318366 -1.421343  0.01
N3 1.218977 0.156542 -1.294973  0.12
C6 2.198752 0.121414 -2.239664  0.04
C7 2.137737 1.287690 -2.953074  0.02
N4 1.116549 2.019677 -2.435290  0.01
C8 0.716102 3.362582 -2.905366  0.00
C9 -0.114505 1.445222 1.228626  0.02
N5 0.490090 0.296163 1.561224  0.17
C10 0.876689 0.391464 2.861005  0.03
C11 0.499395 1.620529 3.331285  0.02
N6 -0.117524 2.262345 2.308134  0.01
C12 -0.666087 3.633322 2.379912  0.00
H1 -4.986327 1.167939 -1.424782  0.00
H2 -3.582216 2.060296 -2.032327  0.00
H3 -4.027878 2.152392 -0.306913  0.00
H4 -4.545738 -1.239328 -1.162307  0.01
H5 -2.334634 -2.813532 -0.509455  0.01
H6 2.889967 -0.695030 -2.359475  0.00
H7 2.751803 1.632136 -3.770229  0.00
H8 1.360868 3.645770 -3.731160  0.00
H9 0.833479 4.092619 -2.108812  0.00
H10 -0.311981 3.349772 -3.257010  0.00
H11 1.400672 -0.383814 3.391690  0.00
H12 0.641589 2.064870 4.303787  0.00
H13 -0.497804 4.020311 3.379804  0.00
H14 -1.735551 3.624413 2.187745  0.00
H15 -0.159879 4.280965 1.669064  0.00
N7 2.640611 -6.270394 0.311321  0.53
N8 2.247803 -5.155488 0.847079  0.15
N9 2.355549 -4.918767 2.162946  -0.03
C13 1.848976 -3.725641 2.249535  0.10
N10 1.425706 -3.247084 0.992372  0.18
N11 1.679925 -4.148766 0.119830  0.11
H16 3.030180 -6.986026 0.941424  0.01
H17 2.561259 -6.405194 -0.703375  0.01
H18 1.761438 -3.178700 3.179146  0.00

Atomic forces in eV per Å
0.1577 1.0786 -0.5168
-0.0677 0.1263 -0.0228
0.1619 -0.1366 0.0424
-0.0098 -0.0378 -0.0086
-0.1136 -0.0431 -0.0248
-0.1592 -0.0828 -0.0054
-0.2061 0.1487 -0.0389
0.0307 0.0561 -0.0004
0.1235 0.0513 -0.2085
-0.1446 -0.3283 0.2423
0.0399 -0.0175 0.0138
-0.0019 0.0896 -0.0251
-0.0344 0.1341 -0.0984
0.0021 0.0375 -0.0173
0.0119 0.0451 0.2856
0.1372 -0.3593 0.0335
-0.0029 -0.0047 -0.0265
0.0209 0.0581 0.0445
-0.1021 0.1751 -0.0160
-0.0071 0.0308 0.0149
0.0121 -0.0850 0.0074
0.0723 -0.0454 -0.0229
0.0524 -0.0407 0.0588
0.0461 -0.0158 0.0156
-0.0403 0.0096 -0.0289
-0.0309 -0.0429 0.0271
-0.0441 0.0522 0.0047
0.0432 -0.0501 -0.0145
0.0337 -0.0286 0.0551
-0.0240 -0.0621 -0.0044
0.0087 -0.0180 -0.0338
-0.0379 0.0511 -0.0291
0.0305 -0.0461 0.0401
-0.0245 -0.0604 -0.0032
0.0548 -0.0307 -0.0300
-0.0034 0.0184 0.0293
0.0865 -0.2396 0.0126
-0.1853 0.3235 -0.3973
-0.0266 0.0121 0.1251
0.1225 -0.7905 0.2405
0.0779 -0.0333 0.3440
0.0016 0.0355 -0.0157
-0.0339 0.0660 0.0430
-0.0274 -0.0005 -0.0910

Summary:
Multiplicity: 5
HOMO (alpha / beta), hartree: -0.758 / -0.759
Charge: +4